(1)
DFT (ωB97M-V/def2-TZVPD) results for an isolated molecule of C5H9N.

Each line ends with the Mulliken charge.
Geometry (Å):
N (1.6548, -0.5592, 0.2660)  -0.393
C (0.3531, -0.3285, 0.7163)  0.727
C (-0.6094, 0.1152, -0.1156)  -0.186
C (-0.4392, 0.3812, -1.5216)  -0.100
C (-1.2327, 1.1326, -2.2930)  -0.984
C (0.1774, -0.5868, 2.1810)  -1.368
H (2.3734, -0.6414, 0.9515)  0.190
H (1.7242, -0.5979, -0.7296)  0.160
H (-1.6024, 0.2214, 0.3047)  0.294
H (0.3169, -0.1215, -2.1251)  0.122
H (-1.0769, 1.2072, -3.3636)  0.248
H (-2.0825, 1.7172, -1.9656)  0.288
H (0.8519, 0.0224, 2.7854)  0.351
H (-0.8123, -0.3252, 2.5448)  0.318
H (0.4038, -1.6367, 2.3645)  0.331

Output
- LUMO: 1.0603 eV
- Structure (SMILES): C=C/C=C(/C)N
- Calculated total energy: -6819.9542 eV

---

(2)
DFT (ωB97M-V/def2-TZVPD) results for C5H9N as an isolated structure.

Each line ends with the Mulliken charge.
Geometry (Å):
C (1.0940, 0.4296, 0.3072)  0.569
C (0.0206, -0.9624, -0.2582)  -0.886
C (-0.9239, 0.1077, 0.4171)  0.641
C (2.4695, 0.2236, 0.0860)  -0.883
C (-2.2182, 0.4330, -0.2918)  -1.290
N (0.1362, 1.1349, 0.7499)  -0.726
H (-0.0315, -1.0733, -1.3649)  0.325
H (0.2414, -1.8578, 0.3736)  0.327
H (-1.2213, -0.3531, 1.3282)  0.187
H (3.1420, 1.0522, 0.4341)  0.306
H (2.6448, 0.0665, -0.9654)  0.271
H (2.5978, -0.8234, 0.6180)  0.232
H (-2.7689, -0.4634, -0.5917)  0.332
H (-2.2035, 1.0902, -1.1991)  0.306
H (-2.9788, 0.9960, 0.3571)  0.289

Output
- LUMO: 1.0018 eV
- Calculated total energy: -6818.0283 eV

---

(3)
DFT (ωB97M-V/def2-TZVPD) results for C5H9N as an isolated structure.

Each line ends with the Mulliken charge.
Geometry (Å):
C (-0.5324, -0.9735, 1.3782)  -1.424
C (-0.1264, -0.0970, 0.2296)  0.585
C (0.9754, -0.4447, -0.8053)  -0.391
N (0.4807, 0.8458, -1.3549)  -0.496
C (-0.9191, 0.3763, -0.9828)  -0.348
C (0.5311, 1.2737, 0.2351)  -0.600
H (-1.3448, -0.5454, 1.9710)  0.333
H (0.3239, -1.1626, 2.0365)  0.321
H (-0.8625, -1.9377, 0.9772)  0.318
H (2.0226, -0.3382, -0.4974)  0.262
H (0.8358, -1.3127, -1.4561)  0.280
H (-1.3289, -0.3987, -1.6413)  0.284
H (-1.6499, 1.1808, -0.8173)  0.269
H (0.1299, 2.2054, -0.1031)  0.341
H (1.4646, 1.3284, 0.8304)  0.265

Output
- LUMO: 0.9826 eV
- Calculated total energy: -6817.2368 eV

---

(4)
DFT (ωB97M-V/def2-TZVPD) results for an isolated molecule of C5H9N.

Each line ends with the Mulliken charge.
Geometry (Å):
C (-1.0066, -1.3310, -0.2555)  -1.171
C (0.0372, 0.9660, 0.5362)  -0.524
C (-1.1875, 0.1411, -0.0132)  0.547
C (1.3068, 0.2276, 0.4409)  -0.093
C (2.2907, 0.4204, -0.4112)  -0.718
N (-2.2589, 0.7829, -0.1623)  -0.664
H (-3.0523, 0.2344, -0.4937)  0.247
H (-1.9129, -1.7741, -0.6692)  0.386
H (-0.1831, -1.4978, -0.9483)  0.326
H (-0.7692, -1.8345, 0.6812)  0.279
H (0.0783, 1.8873, -0.0468)  0.341
H (-0.1983, 1.2276, 1.5702)  0.262
H (1.4266, -0.4650, 1.3308)  0.239
H (2.1832, 1.0811, -1.2570)  0.266
H (3.2460, -0.0660, -0.3020)  0.277

Output
- LUMO: 1.0470 eV
- Structure (SMILES): [H]/N=C(\C)CC=C
- Calculated total energy: -6819.8906 eV

---

Calculated largest force on an atom in order - 2.0, 6.5, 2.6, 2.6 eV/A
Calculated ΔE to the lowest compared entry with this formula, charge and spin in order - 100.41, 286.24, 362.61, 106.55 kJ/mol